No. 1
23
Properties=species:S:1:pos:R:3 method="wB97M-V/def2-TZVPD" relative_energy_kcal_mol=99.7 orbital_gap_ev=7.456
S -3.3544 -0.0680 -0.2066
N 0.7254 -0.3734 0.0592
C 3.5431 -0.0362 -0.7363
C -0.4598 1.8361 0.2423
C 3.1280 -0.9346 0.4783
C -1.6234 -0.1347 -0.6697
C -0.5669 0.2533 0.4124
C 1.8067 -0.4727 1.0288
H 0.6368 -1.2180 -0.3868
H -1.4332 -1.1146 -1.0868
H -1.1375 0.0874 1.3008
H 1.6039 -1.0351 1.9111
H -1.4798 0.3165 -1.7621
H -1.3225 2.1334 0.8224
H 4.4304 -0.2395 -1.3276
H 2.7630 0.0028 -1.4964
H 1.9802 0.5758 1.3152
H 0.4696 2.2394 0.6464
H 3.9056 -0.8525 1.2995
H 3.2116 -1.9377 0.0521
H -0.5158 2.1348 -0.7785
H -3.1951 -1.4708 -1.6471
H 3.7104 1.0128 -0.5062



No. 2
131
Properties=species:S:1:pos:R:3 method="wB97M-V/def2-TZVPD" relative_energy_kcal_mol=16.8 orbital_gap_ev=6.090 charge=+2
Pt -0.2322 -0.0173 0.5223
As -7.0875 1.0212 -1.4129
As -2.2744 1.4541 0.8770
As -1.7097 -1.9545 -0.5295
S -0.4024 1.3031 -1.4559
P 0.4517 -0.5904 2.7396
N -0.7255 1.3927 -4.0122
N 0.4460 -0.4984 -3.2759
C 2.9814 1.8242 -1.1012
C -5.6823 -0.2265 -0.7093
C 4.5461 2.5199 1.6209
C -3.9045 -0.2697 -2.4937
C 3.1414 -0.6585 1.7106
C 3.4244 1.5626 -3.5732
C 0.0201 -2.6291 4.8450
C 0.2480 0.8095 4.0388
C 1.9552 -3.2073 -1.3761
C 0.6521 -1.2301 -4.5235
C -0.4377 1.4145 -5.4491
C -1.0401 0.6711 4.8554
C 2.6456 2.8382 -3.8921
C 3.1164 0.9953 -2.2039
C -1.7457 -2.6078 -2.3756
C 4.9885 -1.5398 3.0309
C -6.1388 2.6344 -2.0280
C -1.9275 -3.7750 0.1460
C 2.7803 -1.4704 3.9359
C 1.4081 0.9071 5.0408
C 2.8207 -0.0754 0.3726
C 2.8813 1.3211 0.1889
C 4.4981 -0.9707 1.8755
C 3.0186 -2.4507 -0.5773
C -3.5649 -1.3538 -0.2495
C 0.2644 -3.2923 2.4688
C 2.3412 3.6096 1.1510
C 3.0543 2.2719 1.3590
C -0.2891 -2.1969 3.3928
C -3.4299 1.4064 2.4437
C -1.8191 -2.0929 3.2887
C 4.4118 -2.9508 -0.9670
C -3.6460 1.2329 -0.5038
C 4.1131 -1.7919 4.0779
C 2.2610 -0.9072 2.7582
C -2.0327 3.3719 0.6779
C 3.0819 -0.3821 -2.0028
C -0.1980 0.6253 -3.0574
C -7.3477 0.2127 -3.1818
C 4.9300 1.8228 -3.6955
C 0.1904 2.1511 3.3033
C 2.9158 -0.9422 -0.7429
C -4.1640 -0.1418 -0.9930
H -4.2799 -1.2200 -2.8791
H -2.1838 -3.8015 1.1961
H -1.5169 3.7876 1.5400
H 1.4739 -0.8182 -5.1070
H 6.0401 -1.7787 3.1169
H -4.1543 -2.2392 -0.5024
H -5.2627 2.4398 -2.6425
H -1.2632 2.1679 -3.6568
H -5.8672 3.2747 -1.1902
H 2.6428 1.7938 2.2519
H 5.0257 2.9226 0.7265
H 0.1476 -3.0426 1.4154
H -2.2448 -3.0950 3.3625
H -0.7166 2.3973 -5.8191
H -4.3604 1.8936 2.1535
H -1.0109 -0.1525 5.5623
H 5.5072 0.9116 -3.5373
H -2.7303 -4.2359 -0.4295
H -6.0447 -1.2014 -1.0497
H 1.5808 2.7364 -3.6851
H -3.6676 -1.2258 0.8326
H 5.1732 -0.7519 1.0572
H -0.2550 -1.2458 -5.1196
H -1.1746 1.5869 5.4362
H -4.4676 1.7926 -0.0563
H 2.8557 -2.6928 0.4746
H -1.0121 -4.3387 -0.0195
H -7.6214 -0.8347 -3.0582
H 1.2251 1.7908 5.6551
H -2.6904 -3.1322 -2.5185
H 3.0432 2.8958 -1.2404
H -6.8631 3.1821 -2.6318
H -2.9920 1.9638 3.2650
H -0.9320 -3.3235 -2.4874
H -2.8393 -0.1947 -2.7188
H -1.6604 -1.8264 -3.1176
H -1.0140 0.6682 -5.9904
H -8.1817 0.7202 -3.6646
H 4.6002 -2.7875 -2.0298
H -3.0175 3.8315 0.5916
H 3.0116 3.6777 -3.2988
H -1.4585 3.5746 -0.2231
H 2.1792 -3.2008 -2.4459
H 2.3771 1.0314 4.5609
H 0.6250 1.2806 -5.6312
H 5.0692 1.6103 1.9073
H 1.3248 -3.4572 2.6576
H 0.9623 -2.7787 -1.2083
H -0.2610 -4.2288 2.6660
H 4.4664 -2.2223 5.0051
H 0.9290 -0.8576 -2.4609
H 2.1370 -1.6509 4.7748
H 1.9162 -4.2542 -1.0709
H -2.2335 -1.5202 4.1127
H 2.7781 3.1123 -4.9396
H 3.1644 0.7907 -4.3085
H -4.4100 0.5255 -3.0354
H 1.3318 3.4825 0.7515
H 2.8933 4.2517 0.4630
H -2.1478 -1.6364 2.3551
H 1.4592 0.0591 5.7192
H 5.1994 -2.4440 -0.4099
H 0.9585 2.2575 2.5394
H -3.2914 1.8315 -1.3413
H 3.2610 -1.0368 -2.8520
H 2.2718 4.1479 2.0970
H 0.1336 -1.8101 5.5493
H 0.3160 2.9579 4.0278
H 0.8926 -2.2561 -4.2607
H -0.8097 -3.2416 5.2019
H -5.8253 -0.2199 0.3759
H 5.2464 2.5559 -2.9510
H 5.1746 2.2172 -4.6823
H -1.9125 0.5458 4.2293
H -6.4726 0.2852 -3.8249
H -0.7716 2.2897 2.8219
H 4.4976 -4.0210 -0.7749
H 0.9111 -3.2507 4.8966
H -3.6425 0.3868 2.7588
H 4.6701 3.2475 2.4243



No. 3
70
Properties=species:S:1:pos:R:3 method="wB97M-V/def2-TZVPD" relative_energy_kcal_mol=0.0 orbital_gap_ev=5.359 charge=-1
Y -0.5844 -0.8851 1.0993
Cl -0.1463 -2.9800 2.9804
Cl -2.9823 -4.3464 -1.4499
Cl -2.9025 -0.8447 2.8495
S 2.4586 -0.2098 -0.5790
O -0.2224 0.3064 2.9933
O -0.5994 1.6705 4.7355
N 1.7732 -0.8969 0.6618
N -1.0691 -2.6320 0.1884
C 5.0606 2.7420 0.2240
C -2.6206 3.8500 0.0725
C 6.0341 0.7120 1.0847
C -0.8647 2.0394 0.1705
C 2.4417 -2.7026 -1.6155
C -0.6829 5.7711 -0.4034
C -3.7908 1.6054 -3.0968
C 4.3099 -1.3434 -2.3533
C -3.0519 -5.6954 0.8754
C -4.9162 0.1344 -1.5812
C 4.0309 -3.5764 -3.1993
C -1.2759 -4.0615 2.1424
C 3.9297 0.6505 -0.0483
C 4.7402 -2.3827 -3.1628
C -2.9806 5.1783 -0.0788
C -3.8059 0.1452 -0.7496
C -1.4855 0.8936 -0.1725
C -2.7119 -5.9708 2.2021
C -2.6805 0.9182 -1.0460
C 4.9540 -0.0134 0.6162
C -2.6931 1.6289 -2.2539
C 6.0864 2.0884 0.8864
C -1.8061 -5.1258 2.8304
C -4.9192 0.8677 -2.7586
C -2.5069 -4.6239 0.2101
C -0.9437 0.8955 3.8545
C -1.5770 -3.6812 0.7838
C 2.8858 -3.7329 -2.4333
C -2.0154 6.1472 -0.3251
C -0.3278 4.4398 -0.2456
C -1.2853 3.4513 -0.0238
C 3.1730 -1.5213 -1.5766
C 3.9697 2.0203 -0.2460
C -2.4622 0.6549 3.7559
H -5.7792 0.8470 -3.4168
H -5.7719 -0.4747 -1.3167
H 1.5328 -2.8071 -1.0291
H 5.0983 3.8134 0.0807
H -3.3795 3.1038 0.2662
H -3.8060 -0.4713 0.1415
H -1.8189 2.2059 -2.5301
H 6.9312 2.6521 1.2597
H 2.3224 -4.6550 -2.4719
H 4.3709 -4.3846 -3.8333
H 2.4173 -1.4544 1.2179
H 4.9067 -1.0854 0.7618
H 0.7173 4.1522 -0.2934
H -2.2996 7.1855 -0.4422
H -3.1446 -6.8103 2.7267
H 6.8354 0.2079 1.6085
H -4.0232 5.4603 0.0006
H -3.7662 2.1657 -4.0243
H 4.8612 -0.4127 -2.3206
H 3.1494 2.5171 -0.7475
H -1.5143 -5.2922 3.8605
H -2.9230 1.4842 3.2225
H 0.0826 6.5166 -0.5813
H -3.7552 -6.3289 0.3490
H -2.8977 0.5597 4.7449
H 0.0857 1.9809 0.7134
H 5.6306 -2.2602 -3.7647



No. 4
9
Properties=species:S:1:pos:R:3 method="wB97M-V/def2-TZVPD" relative_energy_kcal_mol=107.2 orbital_gap_ev=7.964
S -0.7845 -0.0023 1.8994
N 0.4549 1.4576 1.1061
N -0.2094 -0.0058 -3.0413
C -0.4567 -1.3955 1.1828
C 0.1872 -0.0288 -1.9471
C 0.8411 -0.0442 -0.7243
C 0.8890 0.9573 0.1157
H -0.7157 -2.4157 1.3845
H 1.4443 -0.9964 -0.7929



No. 5
8
Properties=species:S:1:pos:R:3 method="wB97M-V/def2-TZVPD" s2=2.006 relative_energy_kcal_mol=37.5 multiplicity=3 orbital_gap_ev="7.818 / 8.214" charge=+1
F 1.2502 -1.6656 2.1356
F -1.0942 0.9629 1.9296
F 0.5800 -0.4392 3.7647
N 0.2172 0.1150 0.3153
N 0.1681 -1.0553 2.6635
C -0.2217 0.1513 1.5042
H -0.1345 0.7731 -0.3955
H 0.9276 -0.5584 0.0055